This record from the OMol25 dataset describes a 2-piece molecular cluster, C4H11NO2 overall. The level of theory is the ωB97M-V functional and the def2-TZVPD basis.

Summary:
SMILES = CN(C)CC=O.O
ΔE to the lowest compared entry with this formula, charge and spin = 3.2667 eV
orbital gap = 9.65 eV
E = -9908.9751 eV

Each atom is followed by the atoms it is bonded to, with distances in Å.
Element x y z (Å)
1 C 0.70 1.30 -0.53  N2 1.517, H7 1.123, H8 1.062, H9 1.126
2 N 1.24 -0.06 -0.12  C1 1.517, C3 1.578, C4 1.502
3 C 1.59 0.01 1.41  N2 1.578, H10 1.057, H11 1.188, H12 1.087
4 C 0.31 -1.23 -0.29  N2 1.502, C5 1.587, H13 1.138, H14 1.128
5 C -0.67 -1.03 -1.53  C4 1.587, O6 1.199, H15 1.132
6 O -1.85 -0.86 -1.41  C5 1.199
7 H -0.30 1.42 -0.05  C1 1.123
8 H 0.64 1.34 -1.59  C1 1.062
9 H 1.36 2.14 -0.15  C1 1.126
10 H 2.19 0.87 1.34  C3 1.057
11 H 0.61 0.14 2.08  C3 1.188
12 H 2.22 -0.83 1.68  C3 1.087
13 H 1.06 -2.04 -0.57  C4 1.138
14 H -0.53 -1.67 0.31  C4 1.128
15 H -0.13 -0.66 -2.45  C5 1.132
16 H -2.52 0.22 -0.11  O18 1.002
17 H -3.27 0.19 1.23  O18 0.963
18 O -2.64 0.73 0.74  H16 1.002, H17 0.963

Löwdin population analysis, charges in e, atoms 1 to 6: atom 1 (C): -0.09, atom 2 (N): -0.23, atom 3 (C): -0.07, atom 4 (C): -0.18, atom 5 (C): -0.24, atom 6 (O): 0.03